1.
Computed, not measured: a 8-piece molecular cluster, C36H63BrF17NO9P overall in a non-equilibrium geometry, with wB97M-V/def2-TZVPD.

XYZ file:
```
128
Properties=species:S:1:pos:R:3:lowdin_charge:R:1
Br -6.448 1.888 -3.806 0.4725
P -5.106 0.510 -2.520 0.7516
F 4.418 -3.558 -0.679 0.0675
F 3.646 0.558 -1.339 0.0390
F 3.986 -1.845 1.670 0.0385
F 1.992 0.267 2.124 0.0312
F 4.882 0.365 1.601 0.0421
F 1.250 2.179 -1.866 0.0465
F 6.577 -1.882 0.878 0.0314
F 6.438 -0.173 -0.781 0.0415
F -0.270 1.640 1.039 0.0272
F 4.862 -1.893 -2.488 0.0618
F 2.349 -1.390 -0.876 0.0391
F -1.370 1.980 -3.133 -0.0167
F 0.293 0.060 -2.398 0.0209
F -1.278 3.314 -1.158 0.0248
F 2.624 2.097 0.731 0.0453
F -0.200 -0.654 0.391 0.0338
F 6.623 -3.161 -1.498 0.0218
O 0.947 7.346 6.852 -0.0951
O -2.722 -3.379 -3.872 -0.0284
O 0.248 -6.218 -0.083 -0.1115
O 5.310 -5.304 -2.928 -0.1044
O -5.984 -0.330 -1.272 -0.3212
O 4.570 10.583 7.740 -0.0874
O 2.536 1.366 4.876 -0.0881
O -9.813 3.502 -1.540 -0.1114
O 11.655 -2.977 -0.812 -0.0858
N -4.826 -4.484 -2.954 0.0394
C 0.851 6.943 5.494 -0.3367
C 0.482 0.672 0.156 -0.0739
C 10.831 -1.823 -0.737 -0.3247
C 5.636 -1.283 -0.142 -0.0702
C 3.482 3.522 4.388 -0.0841
C -9.944 4.322 -2.692 -0.3238
C -2.496 0.978 -1.119 -0.1007
C 5.304 -2.486 -1.205 -0.1356
C -7.373 -0.621 -1.659 -0.3071
C -4.899 -2.024 -4.051 -0.1227
C 0.456 -6.472 -1.464 -0.3255
C 0.252 1.180 -1.385 -0.0920
C 2.036 0.706 0.678 -0.0615
C -8.503 0.323 -0.910 -0.2007
C -9.949 -0.502 -1.073 -0.1276
C -9.137 5.592 -2.517 -0.0904
C -0.048 5.729 5.378 -0.0994
C -4.251 -4.969 -1.646 -0.1614
C 3.721 2.143 4.967 -0.3161
C 1.854 -7.013 -1.685 -0.0871
C -2.475 -5.027 0.586 -0.0548
C -2.996 -4.327 -0.813 -0.0194
C 5.519 -5.558 -4.309 -0.3191
C -4.520 -7.040 0.412 -0.0536
C 4.709 10.008 6.449 -0.3302
C 3.355 9.570 5.930 -0.0997
C 6.916 -6.099 -4.531 -0.0905
C -4.989 -6.313 -0.980 -0.0295
C -3.206 -6.371 1.187 -0.0493
C 3.069 -0.248 -0.198 -0.0593
C -3.902 1.728 -1.601 -0.2487
C -1.237 1.901 -1.630 -0.1866
C -4.135 -0.612 -3.724 -0.2685
C -4.027 -3.375 -3.592 -0.2778
C 4.346 -0.734 0.712 -0.0769
C 9.568 -2.139 0.037 -0.1024
H -10.057 -1.382 -0.297 0.0872
H 2.606 -6.299 -1.335 0.0651
H 5.366 -4.627 -4.864 0.1081
H -7.551 -0.657 -2.830 0.0981
H -5.058 -2.153 -5.226 0.1516
H -1.047 5.951 5.766 0.0780
H 2.668 10.421 5.881 0.0837
H 4.002 2.214 6.022 0.1167
H 0.346 4.897 5.971 0.0692
H 2.902 8.834 6.603 0.0537
H 0.304 -5.541 -2.019 0.1049
H 5.397 9.161 6.514 0.1059
H 4.770 -6.284 -4.640 0.1125
H -7.592 -1.733 -1.284 0.1511
H -0.292 -7.198 -1.795 0.1162
H 0.442 7.778 4.918 0.1176
H 10.596 -1.492 -1.753 0.1076
H 4.523 1.626 4.431 0.1037
H 5.975 -4.652 -2.646 0.0416
H -8.081 5.357 -2.353 0.0709
H 8.923 -1.258 0.108 0.0585
H 4.188 9.905 8.323 0.0880
H 7.092 -6.304 -5.590 0.0761
H 3.178 3.454 3.339 0.0636
H 2.029 -7.218 -2.745 0.0759
H -2.436 -0.148 -1.431 0.1233
H 0.912 -5.566 0.199 0.0853
H -9.900 -1.025 -2.144 0.0841
H 7.065 -7.023 -3.962 0.0799
H -9.224 6.233 -3.399 0.0800
H -9.480 6.150 -1.640 0.0783
H 11.146 -3.672 -1.264 0.0870
H -5.921 -6.783 -1.555 0.0902
H 9.812 -2.481 1.048 0.0852
H -10.143 4.010 -0.779 0.0968
H -9.585 3.756 -3.557 0.1026
H -1.555 -4.558 1.138 0.0864
H 11.397 -1.031 -0.239 0.1154
H -5.093 -8.000 0.831 0.1005
H 1.856 6.725 5.120 0.0986
H 9.009 -2.947 -0.447 0.0593
H -5.843 -4.265 -2.870 0.1202
H 2.300 1.302 3.934 0.0475
H -8.659 1.361 -1.429 0.0795
H -4.077 -0.017 -4.758 0.1272
H 2.670 4.028 4.922 0.0610
H -0.136 5.408 4.336 0.0712
H -3.703 2.708 -2.216 0.1174
H 5.148 10.760 5.786 0.1126
H -2.821 -6.883 2.168 0.0878
H -2.548 0.981 0.074 0.1514
H 2.003 -7.937 -1.117 0.0812
H -4.495 2.076 -0.626 0.1328
H 7.668 -5.385 -4.180 0.0721
H -5.956 -2.100 -3.554 0.0883
H -8.314 0.383 0.249 0.1288
H -10.885 0.213 -0.996 0.0929
H -11.004 4.548 -2.844 0.1141
H 1.319 6.600 7.354 0.0933
H -2.451 -3.349 -1.226 0.0824
H -3.021 -0.824 -3.420 0.1095
H 4.384 4.136 4.456 0.0795
H 3.443 9.129 4.934 0.0727
```

Summary:
* molecular weight: 1087.74 g/mol
* total charge: +1
* LUMO level: -4.81 eV

=====

2.
Computed, not measured: one molecule with the formula C4H8O2, with wB97M-V/def2-TZVPD.

XYZ file:
```
14
Properties=species:S:1:pos:R:3:nbo_charge:R:1
O -1.334 -1.268 -1.213 -0.5594
O -0.360 0.588 2.263 -0.7042
C 0.377 -0.159 -0.033 -0.3541
C 1.008 0.221 -1.414 -0.6158
C -0.746 0.595 0.912 -0.0490
C -0.588 -1.267 -0.260 0.4294
H 0.545 1.058 -1.936 0.2208
H 0.360 1.216 2.372 0.4665
H -1.032 1.580 0.529 0.1845
H -1.699 0.032 0.952 0.1999
H 1.184 -0.405 0.670 0.2198
H 2.091 0.401 -1.361 0.2123
H 0.890 -0.644 -2.086 0.2280
H -0.695 -1.948 0.604 0.1214
```

Summary:
* SMILES: C[C@H](C=O)CO
* molecular weight: 88.11 g/mol
* ΔE to the lowest compared entry with this formula, charge and spin: 2.219 eV
* total charge: 0
* LUMO level: 0.75 eV

=====

3.
Computed, not measured: C41H61I2N2O5SSc as an isolated structure, with wB97M-V/def2-TZVPD.

XYZ file:
```
113
Properties=species:S:1:pos:R:3:lowdin_charge:R:1
I -1.994 -5.239 1.148 0.2176
I -2.526 -2.720 0.489 0.4488
Sc 0.491 -1.537 0.077 0.8730
S 3.572 -0.857 1.317 1.0521
O 0.055 -1.023 1.983 -0.2448
O 0.662 -0.686 -1.826 -0.1545
O 2.545 -1.032 0.201 -0.5763
O 1.327 -3.434 1.275 -0.2771
O 0.387 -3.281 -1.219 -0.2592
N -0.866 0.203 -0.025 0.0347
N 0.948 -3.500 -2.384 -0.1592
C 1.187 1.473 -5.678 -0.0617
C 2.474 -5.448 1.793 -0.1397
C -1.283 5.280 -1.564 -0.0407
C 1.134 0.562 -4.449 -0.5221
C -1.510 4.944 -4.014 -0.0639
C -2.712 1.221 1.310 0.0150
C -1.818 4.332 -2.647 -0.5529
C -1.547 0.472 1.160 -0.2453
C 2.176 -3.030 -2.655 -0.0228
C -1.130 -2.205 4.599 -0.0337
C 0.827 -4.526 -4.508 -0.0171
C -5.678 1.539 1.918 -0.0415
C 0.249 1.134 -3.343 -0.0821
C -0.792 0.993 -1.104 -0.1611
C 5.404 0.355 -0.191 -0.2172
C -1.361 2.274 -1.292 0.0399
C 1.885 -4.621 0.660 -0.1929
C -3.342 4.211 -2.506 -0.0378
C 5.073 1.367 0.902 -0.2118
C 2.577 0.402 -3.939 -0.0353
C -2.623 0.819 3.652 0.0424
C 2.801 -4.384 2.836 -0.1412
C -0.903 -0.695 4.765 -0.5230
C -4.552 2.227 2.702 -0.5544
C 0.566 -0.792 -4.895 -0.0311
C -1.572 -0.266 6.073 -0.0637
C 0.075 0.439 -2.120 -0.2372
C -0.962 -0.197 2.261 -0.3203
C 3.717 0.955 1.473 -0.2655
C -4.997 2.368 4.158 -0.0630
C 1.607 -3.464 2.697 -0.1857
C 5.151 -1.002 0.454 -0.2978
C -1.183 2.951 -2.467 -0.1464
C 0.591 -0.365 4.892 -0.0362
C -3.268 1.409 2.565 -0.1584
C -4.325 3.634 2.130 -0.0417
C 0.266 -4.227 -3.288 0.0222
C 2.102 -4.070 -4.807 -0.0422
C -1.493 0.010 3.544 -0.0847
C -0.398 2.345 -3.480 0.0519
C 2.774 -3.309 -3.866 -0.0250
H -1.984 5.924 -4.084 0.0886
H -1.900 4.331 -4.830 0.0893
H 2.658 -4.301 -0.046 0.1179
H -3.212 1.611 0.435 0.1051
H -3.810 5.189 -2.633 0.0892
H 5.034 2.389 0.530 0.1239
H 1.137 -0.625 3.988 0.0500
H -0.438 5.084 -4.165 0.0883
H 1.765 -2.444 3.029 0.0858
H 1.829 1.017 -6.433 0.0893
H -0.775 -2.550 3.631 0.0413
H -0.615 -2.762 5.387 0.0929
H 5.836 1.329 1.682 0.1196
H -6.603 2.114 1.999 0.0873
H 3.199 -0.051 -4.717 0.0854
H 3.724 -3.858 2.577 0.1082
H -5.863 0.536 2.307 0.0907
H -1.727 6.270 -1.680 0.0882
H 1.215 -1.244 -5.649 0.0852
H 0.472 -1.477 -4.052 0.0593
H -5.233 4.234 2.228 0.0881
H -3.039 0.975 4.635 0.0866
H 1.099 -5.133 0.111 0.0831
H 2.621 -2.426 -1.879 0.1171
H 6.434 0.440 -0.536 0.1233
H -4.064 3.601 1.071 0.0620
H -0.423 -0.658 -5.338 0.0978
H -0.715 -4.539 -2.964 0.1508
H 0.721 0.705 5.072 0.0920
H -1.479 0.808 6.242 0.0914
H 5.898 -1.237 1.215 0.1049
H 3.335 -6.030 1.470 0.1205
H 5.059 -1.848 -0.226 0.0981
H 4.744 0.487 -1.051 0.1139
H 3.548 1.241 2.509 0.0984
H -1.084 -0.777 6.905 0.0892
H -5.434 1.450 0.858 0.0770
H -3.749 3.535 -3.260 0.0932
H 3.761 -2.916 -4.060 0.1234
H -0.274 2.885 -4.405 0.0858
H -3.519 4.143 2.662 0.0928
H 1.026 -0.903 5.738 0.0881
H 2.883 1.307 0.863 0.1063
H -4.240 2.870 4.764 0.0897
H 2.999 1.381 -3.701 0.0918
H -1.912 2.732 -0.485 0.0937
H 0.738 -3.872 3.215 0.1117
H -3.625 3.830 -1.523 0.0663
H -5.908 2.966 4.202 0.0878
H 1.725 -6.137 2.187 0.1184
H -2.629 -0.533 6.099 0.0865
H -0.198 5.381 -1.640 0.0910
H 0.258 -5.114 -5.213 0.1229
H -1.520 4.922 -0.561 0.0762
H 2.558 -4.295 -5.761 0.1211
H 1.602 2.454 -5.439 0.0899
H -2.197 -2.430 4.668 0.0945
H 2.904 -4.779 3.845 0.1246
H 2.614 -0.217 -3.047 0.0561
H -5.216 1.398 4.609 0.0882
H 0.201 1.612 -6.123 0.0910
```

Summary:
* expectation value of S²: 0.778
* molecular weight: 992.78 g/mol
* ΔE to the lowest compared entry with this formula, charge and spin: 0.242 eV
* total charge: +1
* LUMO level (alpha / beta): -3.66 / -3.74 eV
* multiplicity: 2